Below is a molecular structure, C48H60NO3P2RbS2 in a non-equilibrium geometry, with properties calculated with ωB97M-V/def2-TZVPD.

The geometry in XYZ format:
```
117
Properties=species:S:1:pos:R:3:forces:R:3:lowdin_charge:R:1
Rb 0.24041 -1.22261 0.37487 0.62 0.11 0.03 0.60
C 5.98615 -2.12844 5.23438 0.46 -0.09 -0.08 -0.12
C 6.24841 -0.89440 4.62861 0.23 -0.08 0.42 -0.10
C 5.29030 -0.30643 3.82713 0.02 0.03 0.19 -0.11
C 4.07329 -0.93392 3.63422 -0.69 -0.28 -0.22 -0.39
C 3.84468 -2.17704 4.18692 0.41 -0.62 0.65 -0.11
C 4.78995 -2.79507 5.00607 0.33 0.41 -0.43 -0.08
P 2.58106 -0.26635 2.78086 0.52 0.22 -0.23 1.07
C 3.49206 0.57041 1.39808 -0.23 0.28 0.11 -0.36
C 4.25725 -0.27615 0.60888 0.32 -0.54 -0.02 -0.12
C 5.02392 0.20668 -0.43613 0.07 -0.20 -0.56 -0.08
C 5.00624 1.55120 -0.75253 -0.47 0.35 0.35 -0.12
C 4.20594 2.40740 -0.00883 -0.28 0.65 0.37 -0.11
C 3.45334 1.92646 1.06445 0.34 -0.27 -0.05 -0.08
C 2.24058 1.08601 3.96561 -0.42 0.17 0.12 -0.30
C 2.83331 1.41473 5.17204 0.36 -0.37 -0.93 -0.08
C 2.37770 2.53312 5.90932 -0.23 -0.98 -0.48 -0.12
C 1.26316 3.20898 5.51755 -0.11 0.35 -0.11 -0.06
C 0.56741 2.81913 4.32337 -0.45 1.14 1.25 -0.18
C -0.65371 3.48315 3.97869 0.48 -1.06 -0.39 -0.08
C -1.35859 3.03631 2.89431 0.22 -0.03 -0.13 -0.11
C -0.81891 1.98280 2.09974 0.36 0.31 -0.18 -0.17
C 0.41245 1.38187 2.32720 -0.38 -0.66 -0.36 -0.15
C 1.05847 1.76462 3.53200 -0.08 0.82 0.30 -0.28
H 6.77842 -2.58426 5.82761 -0.21 0.01 0.01 0.09
H 7.19716 -0.38973 4.83544 -0.27 -0.16 -0.17 0.09
H 5.42964 0.65672 3.37380 0.28 0.35 -0.14 0.11
H 2.92111 -2.68234 3.97699 -0.35 -0.18 -0.13 0.08
H 4.63178 -3.79978 5.37378 -0.08 0.03 0.16 0.09
H 4.26796 -1.34612 0.81970 -0.03 0.26 -0.02 0.03
H 5.58230 -0.47020 -1.08029 -0.07 -0.03 0.27 0.10
H 5.55719 1.94921 -1.58061 0.31 0.02 -0.37 0.08
H 4.15368 3.48848 -0.23622 0.10 -0.68 0.04 0.10
H 2.86471 2.60115 1.66239 -0.21 0.14 0.05 0.10
H 3.69996 0.85083 5.53636 -0.34 0.23 -0.16 0.09
H 2.91397 2.72298 6.80662 0.20 0.56 0.75 0.07
H 0.91730 4.06029 6.12676 -0.03 -0.39 -0.41 0.10
H -1.05260 4.24681 4.60792 -0.07 0.56 0.41 0.08
H -2.29458 3.54185 2.64273 0.07 -0.29 -0.09 0.08
H -1.36853 1.68483 1.20552 -0.23 0.11 0.00 0.05
O -1.14155 -2.73542 2.76272 1.05 -0.23 0.06 -0.15
C -2.22452 -3.54002 2.41214 0.05 -0.30 0.18 -0.25
C -3.14053 -2.75591 1.51675 -0.22 1.24 -0.75 -0.22
C -4.54230 -2.78278 1.61390 1.13 -0.27 0.31 -0.03
C -5.28638 -1.87979 0.88708 -0.06 0.07 0.05 -0.09
C -4.64526 -0.96057 0.08051 0.46 0.02 -0.32 -0.07
C -3.24950 -1.03917 -0.03584 -0.02 0.02 0.12 -0.14
N -2.50900 -1.89236 0.67437 -1.25 -0.72 0.27 0.04
H -0.31957 -3.26029 2.59323 -0.32 0.40 0.13 -0.05
H -2.74919 -3.80969 3.33398 -0.32 -0.21 -0.09 0.12
H -1.86667 -4.46444 1.93307 -0.22 0.13 -0.07 0.10
H -5.01448 -3.44668 2.32899 0.01 -0.08 -0.10 0.10
H -6.35930 -1.89522 1.00136 -0.19 0.18 -0.09 0.10
H -5.20307 -0.19564 -0.44678 0.05 -0.09 -0.11 0.09
H -2.68151 -0.37160 -0.70920 -0.45 -0.27 0.33 0.06
O 1.68917 -1.35232 -2.09381 0.93 0.16 0.51 -0.47
H 0.49774 -1.77083 -2.46532 -0.93 -0.22 -0.24 -0.04
H 2.11799 -2.19141 -1.87047 0.18 0.27 -0.01 -0.09
C 0.64592 -4.55561 -2.85747 0.89 0.53 0.00 -0.10
C -0.56563 -3.74749 -2.37847 -0.36 -0.77 -1.06 -0.48
C -1.78727 -4.59840 -2.86243 0.36 0.65 0.55 -0.10
C -0.57887 -2.30863 -2.89369 1.64 -0.77 -0.02 -0.17
H 0.49006 -5.62347 -2.69522 0.04 0.00 -0.04 0.05
H 1.62054 -4.29115 -2.41015 -0.51 0.02 0.13 0.07
H 0.79215 -4.38037 -3.92484 -0.16 -0.11 -0.22 0.07
H -0.52707 -3.72320 -1.29570 -0.28 -0.19 0.53 0.09
H -1.73974 -4.72375 -3.94798 -0.08 0.28 -0.04 0.07
H -2.68713 -4.05372 -2.57472 -0.31 -0.26 -0.16 0.06
H -1.79098 -5.61624 -2.45386 -0.07 0.13 0.26 0.05
H -1.47607 -1.77237 -2.69889 -1.14 0.41 0.22 0.02
H -0.33873 -2.30005 -3.95768 -0.36 -0.02 -0.42 0.06
C -3.16755 3.16945 -4.53024 -0.74 0.73 -0.52 -0.11
C -2.81370 1.83967 -3.94295 -0.43 -0.35 0.88 -0.72
C -4.10471 1.06004 -3.59689 0.40 0.16 0.55 -0.11
C -2.05841 0.97978 -4.92894 0.87 -0.15 -0.29 -0.10
P -1.86143 1.90924 -2.30968 0.28 0.19 0.07 1.18
C -2.71789 3.27159 -1.37186 -0.18 -0.22 0.00 -0.34
C -3.80381 2.84042 -0.59132 -0.09 -0.23 0.20 -0.12
C -4.57415 3.69978 0.17791 0.29 0.23 -0.27 -0.09
C -4.24936 5.04413 0.21611 0.20 0.30 -0.36 -0.11
C -3.18572 5.51649 -0.54242 0.69 -1.04 -0.45 -0.08
C -2.39405 4.62750 -1.31418 -0.97 0.56 0.56 -0.08
C -0.12417 2.53747 -2.65356 -0.58 0.49 -0.02 -0.69
C 0.08184 3.74671 -3.55778 0.18 0.44 -0.86 -0.10
C 0.43175 2.86620 -1.27531 0.85 -0.24 -0.30 -0.10
C 0.65696 1.36047 -3.22580 0.61 0.48 -0.07 -0.10
H -3.74919 3.00897 -5.46150 0.18 0.09 0.26 0.09
H -2.28602 3.75848 -4.80161 -0.19 0.00 0.17 0.06
H -3.81959 3.74286 -3.84542 0.39 -0.08 -0.27 0.08
H -4.72396 0.99978 -4.48232 -0.32 0.02 -0.29 0.07
H -4.67867 1.52968 -2.77595 0.21 -0.21 -0.39 0.07
H -3.81714 0.04140 -3.31379 -0.21 0.10 0.11 0.08
H -2.72811 0.55057 -5.66097 -0.48 -0.22 -0.18 0.08
H -1.52895 0.15905 -4.43748 -0.06 -0.03 -0.08 0.07
H -1.33355 1.53872 -5.52626 0.14 0.12 0.26 0.08
H -4.03052 1.78181 -0.50906 0.11 0.02 -0.26 0.07
H -5.42657 3.35220 0.73917 0.01 -0.27 0.16 0.10
H -4.81393 5.72011 0.83836 -0.13 0.16 0.04 0.09
H -2.92626 6.55946 -0.55004 0.06 0.30 0.15 0.09
H -1.53635 5.02524 -1.83623 -0.15 -0.02 -0.02 0.07
H -0.45645 4.65672 -3.28178 -0.13 -0.23 0.00 0.05
H -0.15647 3.52959 -4.62031 0.10 0.06 0.55 0.07
H 1.14364 4.04849 -3.52815 -0.15 -0.31 -0.04 0.09
H -0.03193 3.69825 -0.76919 -0.30 0.13 0.20 0.07
H 1.48320 3.12422 -1.44345 0.04 -0.03 0.24 0.08
H 0.42436 1.98269 -0.64771 -0.02 -0.06 0.41 0.07
H 0.62839 1.36270 -4.31604 -0.13 -0.24 0.04 0.08
H 0.32394 0.43010 -2.81589 -0.13 -0.75 0.00 0.03
H 1.70877 1.42214 -2.92662 -0.04 0.07 -0.04 0.09
C 1.08677 -6.78129 -0.28280 -1.06 -0.23 -0.11 -0.20
O 2.20789 -5.95543 -0.17544 0.78 0.41 0.02 -0.28
C 2.19754 -4.90840 0.71884 -0.99 -1.09 -0.09 -1.36
S 3.36718 -3.79657 0.51044 0.73 0.66 -0.13 0.62
S 0.97610 -4.95066 1.91035 -0.07 0.11 0.25 0.58
H 0.90239 -7.36426 0.63187 0.09 0.13 -0.26 0.06
H 1.23234 -7.44989 -1.14674 0.21 0.26 0.31 0.09
H 0.20195 -6.15029 -0.47830 0.14 -0.42 0.14 0.06
```
Forces are in eV/Å.

Frontier orbital gap: 5.074 eV
E_HOMO: -1.43 eV
Total charge: -2
LUMO level: 3.6 eV

Below is a molecular structure, C6H10, with properties calculated with ωB97M-V/def2-TZVPD.

The geometry in XYZ format:
```
16
Properties=species:S:1:pos:R:3:forces:R:3:lowdin_charge:R:1
C 0.33735 -0.11617 2.11071 0.07 0.01 0.03 -0.09
C 0.29898 -0.42075 0.62519 0.17 0.05 0.05 -0.26
C -1.24300 -0.72360 -0.65398 -0.11 -0.05 -0.15 -0.08
C -0.38821 -0.33828 -1.68155 -0.14 -0.17 0.02 -0.18
C 0.12734 1.03776 -1.47865 0.03 -0.01 0.01 -0.23
C 0.84224 0.57393 -0.24592 0.16 0.10 0.12 -0.09
H 0.62393 -0.98291 2.71486 0.00 0.15 -0.04 0.07
H 1.02887 0.71706 2.29190 -0.05 -0.10 0.06 0.07
H -0.64614 0.22264 2.46606 0.18 -0.06 -0.15 0.08
H 0.44053 -1.47990 0.42999 -0.21 0.25 -0.06 0.10
H -1.54314 -1.75989 -0.51837 -0.03 0.16 -0.15 0.08
H -1.94166 0.01652 -0.26027 0.10 -0.14 -0.04 0.09
H 0.15304 -1.04302 -2.30224 -0.07 0.07 0.07 0.11
H -0.64979 1.80436 -1.31512 0.16 -0.20 0.07 0.11
H 0.81665 1.40772 -2.24510 -0.10 -0.13 0.13 0.11
H 1.77132 1.06517 0.05826 -0.16 0.08 0.04 0.10
```
Forces are in eV/Å.

Frontier orbital gap: 8.233 eV
E_HOMO: -7.45 eV
Total charge: 0
LUMO level: 0.8 eV

Below is a single C4H5NO molecule in a non-equilibrium geometry, with properties calculated with ωB97M-V/def2-TZVPD.

The geometry in XYZ format:
```
11
Properties=species:S:1:pos:R:3:forces:R:3:lowdin_charge:R:1
C -1.36484 -0.30210 -0.19879 0.02 -0.04 -0.05 -0.02
C -0.29356 0.74543 0.02253 -0.23 0.02 0.04 -0.28
O 0.28130 0.63797 1.32082 0.16 0.09 0.31 0.00
C 1.13697 0.43281 0.22150 0.19 0.04 -0.17 -0.26
C 1.65502 -0.89185 -0.08673 0.34 -0.89 -0.24 -0.15
N 2.10420 -1.89826 -0.43881 -0.49 0.95 0.43 0.16
H -1.71671 -0.58905 0.79791 -0.03 0.00 -0.23 0.09
H -2.21885 0.08413 -0.76066 0.23 -0.02 -0.03 0.08
H -0.98593 -1.20591 -0.68583 -0.02 0.17 -0.01 0.08
H -0.47957 1.76764 -0.31645 -0.13 -0.21 0.22 0.14
H 1.88197 1.21921 0.12451 -0.04 -0.11 -0.28 0.15
```
Forces are in eV/Å.

Frontier orbital gap: 11.919 eV
E_HOMO: -11.04 eV
SMILES string: C[C@H]1O[C@H]1C#N
Total charge: 0
LUMO level: 0.9 eV

Below is a molecular structure, C31H33ClMnN2O2Si2 in a non-equilibrium geometry, with properties calculated with ωB97M-V/def2-TZVPD.

The geometry in XYZ format:
```
72
Properties=species:S:1:pos:R:3:forces:R:3:lowdin_charge:R:1
C -2.01893 -3.46556 3.62142 1.40 -0.55 0.50 -0.14
C -1.79247 -3.62076 2.21018 0.20 0.61 0.31 -0.12
C -0.43825 -3.24854 1.93962 -0.36 0.02 0.00 -0.14
H -2.51933 -3.99076 1.48789 0.23 0.13 0.26 0.13
C 0.17498 -2.85843 3.16436 -0.50 0.33 0.08 -0.12
C -0.79193 -2.98820 4.21273 -0.80 -1.66 -0.50 -0.16
H -0.58720 -2.92660 5.28324 -0.17 0.21 -0.41 0.12
H -2.92002 -3.76540 4.15919 0.32 0.33 -0.27 0.13
H 0.06348 -3.31660 0.97571 -0.16 0.11 0.31 0.11
H 1.22818 -2.61183 3.29624 -0.44 0.07 -0.09 0.11
Mn -1.62586 -1.46569 2.79959 -0.49 -0.45 1.01 0.68
Si -0.31491 0.38533 0.56787 0.65 -1.08 -1.45 0.55
C -1.45339 -0.12900 -0.80364 -0.67 0.43 0.37 -0.32
C -1.93955 0.88495 -1.64253 0.18 -0.16 -0.38 -0.13
H -1.73138 1.93519 -1.43210 0.07 -0.28 -0.17 0.08
C -2.62920 0.56227 -2.80852 -0.09 0.00 -0.01 -0.07
H -2.83430 1.34996 -3.53179 -0.20 -0.17 0.23 0.12
C -2.97882 -0.76019 -3.07872 0.25 0.20 0.14 -0.04
H -3.48306 -1.00580 -4.01375 0.07 0.01 0.32 0.12
C -2.65591 -1.75741 -2.15578 0.15 0.06 0.14 -0.05
H -2.94837 -2.78663 -2.35595 0.02 0.21 0.15 0.12
C -1.90313 -1.45012 -1.01777 0.24 -0.01 -0.25 -0.09
H -1.64718 -2.24611 -0.31125 0.04 0.25 -0.37 0.08
C 1.28083 -0.53875 0.67479 -0.15 -0.28 0.54 -0.38
C 1.72203 -1.32248 -0.39719 0.29 0.10 -0.13 -0.09
H 1.12038 -1.39647 -1.30438 0.10 -0.08 0.21 0.11
C 2.96546 -1.95820 -0.34170 -0.01 0.08 -0.02 -0.05
H 3.31505 -2.52020 -1.20825 -0.10 0.07 0.29 0.12
C 3.77137 -1.83920 0.79375 -0.28 0.13 0.02 -0.04
H 4.74477 -2.33557 0.83548 -0.37 0.20 -0.03 0.12
C 3.32795 -1.06725 1.87543 0.01 0.15 -0.04 -0.07
H 3.97166 -0.93311 2.74800 -0.25 -0.11 -0.25 0.12
C 2.08921 -0.42594 1.81761 0.31 -0.01 -0.18 -0.13
H 1.76216 0.20222 2.65039 0.14 -0.20 -0.12 0.10
H -0.99884 0.69288 1.82676 0.04 0.29 0.48 -0.01
Si 1.34532 3.24867 -1.93510 0.88 0.50 -1.25 0.61
C 3.13667 2.78633 -1.96749 0.48 0.05 0.39 -0.32
C 3.74004 2.45979 -3.20309 -0.18 -0.25 0.16 -0.08
H 3.18096 2.60511 -4.13517 0.23 -0.22 0.37 0.11
C 5.03736 1.93707 -3.24533 -0.17 0.24 0.09 -0.06
H 5.46763 1.65395 -4.20708 -0.07 0.14 0.30 0.12
C 5.76634 1.77839 -2.06411 -0.40 0.08 -0.01 -0.05
H 6.77225 1.36414 -2.09506 -0.22 0.08 0.01 0.12
C 5.20662 2.16848 -0.84243 -0.20 0.24 0.07 -0.07
H 5.77829 2.06189 0.07997 -0.10 0.09 -0.27 0.11
C 3.91576 2.70456 -0.79159 0.08 -0.30 -0.36 -0.11
H 3.50077 3.06102 0.15727 0.21 -0.30 -0.24 0.09
C 0.55470 2.71360 -3.51046 -0.64 0.19 -0.23 -0.35
C 0.34022 1.39096 -3.92586 -0.13 0.12 -0.42 -0.11
H 0.58482 0.56180 -3.25876 -0.08 0.16 -0.21 0.10
C -0.20829 1.13093 -5.19084 0.14 0.00 0.18 -0.07
H -0.40992 0.09407 -5.48839 0.14 0.49 0.10 0.12
C -0.49729 2.18236 -6.07177 0.15 0.20 0.36 -0.05
H -0.91506 1.96877 -7.06164 0.20 0.11 0.42 0.12
C -0.24981 3.50880 -5.67983 0.08 -0.09 0.05 -0.05
H -0.43785 4.33785 -6.37350 0.02 -0.42 0.35 0.12
C 0.24560 3.77462 -4.39708 -0.02 -0.28 0.10 -0.09
H 0.41772 4.80668 -4.06325 -0.17 -0.36 -0.31 0.10
H 0.96654 4.63694 -1.54672 0.05 -0.45 0.05 0.02
Cl 0.61848 2.32560 -0.00894 -0.56 0.33 0.54 0.56
C -5.95297 -1.33770 5.10205 -0.27 0.11 0.10 0.02
O -4.71363 -0.78144 5.64478 0.74 -0.25 -1.31 0.01
C -3.66780 -0.76506 4.81803 -0.85 -0.40 -0.67 -0.52
O -3.66264 -1.14658 3.62744 0.34 0.51 0.80 0.01
N -2.56391 -0.29950 5.43161 0.40 -0.02 -0.34 0.07
N -1.37634 -0.20592 4.64576 -0.01 0.86 0.60 0.04
H -6.52569 -1.59482 5.98697 0.00 -0.09 -0.05 0.10
H -5.76760 -2.22270 4.48111 0.08 0.37 0.23 0.10
H -6.49548 -0.56493 4.54576 0.31 -0.19 0.03 0.11
H -2.68003 0.12690 6.34264 0.43 0.07 -0.09 0.18
H -1.18548 0.78166 4.43994 -0.16 -0.20 0.15 0.12
H -0.59177 -0.53427 5.22324 -0.42 -0.02 -0.39 0.12
```
Forces are in eV/Å.

Frontier orbital gap (alpha / beta): 7.319 / 7.511 eV
E_HOMO (alpha / beta): -13.28 / -13.83 eV
Spin multiplicity: 4
Expectation value of S²: 3.82
Total charge: +2
LUMO level (alpha / beta): -6.0 / -6.3 eV

Energy relative to the best compared isomer or geometry (same formula, charge and spin) for every record listed, in sequence, given in eV: 0.000; 3.921; 1.716; 0.000.
Electronic energy for every record listed, in sequence, given in hartree: -3648.650672; -234.458407; -285.351526; -3650.716225.